1.
{"formula": "C24H27I2IrN5O6", "method": "wB97M-V/def2-TZVPD", "elements": ["Ir", "I", "C", "C", "C", "I", "C", "C", "C", "C", "N", "C", "C", "O", "H", "H", "H", "H", "N", "C", "C", "C", "C", "N", "C", "N", "N", "C", "O", "O", "H", "H", "H", "H", "H", "H", "H", "H", "H", "H", "H", "H", "H", "H", "C", "O", "C", "C", "C", "C", "C", "C", "O", "C", "O", "C", "H", "H", "H", "H", "H", "H", "H", "H", "H"], "coordinates": [[-0.998367, -0.327432, 0.134339], [-5.368681, -1.048725, 2.968262], [-3.431125, -0.664281, 3.648831], [-3.168136, -0.466773, 5.003128], [-1.900469, -0.158373, 5.435343], [-1.593103, 0.145621, 7.493860], [-0.841346, -0.029670, 4.511717], [0.480745, 0.339109, 4.833399], [1.429511, 0.434219, 3.845653], [1.064944, 0.154627, 2.526348], [-0.160510, -0.194310, 2.195630], [-1.119520, -0.277091, 3.142775], [-2.434439, -0.580223, 2.670978], [-2.681035, -0.720367, 1.412590], [-3.976812, -0.547335, 5.715990], [0.738258, 0.555200, 5.860962], [2.446257, 0.719912, 4.070360], [1.774850, 0.237753, 1.711929], [-2.139153, -1.199577, -1.667770], [-2.059046, -2.656269, -1.818572], [-1.222438, -3.072437, -3.037316], [0.272621, -2.708624, -2.957458], [1.114159, -3.813282, -2.293990], [2.483765, -3.376244, -2.020011], [2.928791, -2.852558, -0.882604], [2.172477, -2.758917, 0.191005], [4.209822, -2.430148, -0.840792], [-1.429301, -3.300351, -0.555962], [-1.617613, -4.475435, -0.347821], [-0.648374, -2.517822, 0.121537], [-3.083312, -0.897347, -1.452718], [-1.810913, -0.700594, -2.488270], [-3.053852, -3.089392, -1.920419], [-1.657367, -2.589724, -3.916445], [-1.324488, -4.150564, -3.169143], [0.393329, -1.776380, -2.401175], [0.662991, -2.551981, -3.965517], [1.181514, -4.669596, -2.964805], [0.671705, -4.160641, -1.364230], [3.108795, -3.366329, -2.809219], [1.139297, -2.842458, 0.169058], [2.552943, -2.349620, 1.027420], [4.851811, -2.679694, -1.572505], [4.622273, -2.163412, 0.035578], [-1.959838, 6.547211, -0.314647], [-0.624634, 6.323216, -0.750610], [-0.205968, 5.060695, -0.875663], [1.070550, 4.883048, -1.464402], [1.558494, 3.631065, -1.657083], [0.827132, 2.467144, -1.305117], [1.361540, 1.168018, -1.507812], [2.713714, 1.020666, -2.168166], [0.815902, 0.090512, -1.158096], [-0.465937, 2.641630, -0.715457], [-1.253071, 1.675950, -0.395220], [-0.934107, 3.955637, -0.491803], [-2.147118, 7.607533, -0.451778], [-2.080055, 6.280266, 0.737251], [-2.663729, 5.970680, -0.917913], [1.631119, 5.758464, -1.759439], [2.542273, 3.527637, -2.092024], [2.755980, 1.572128, -3.104684], [2.882748, -0.035953, -2.361978], [3.495157, 1.392661, -1.505585], [-1.901610, 4.039330, -0.019722]], "forces_ev_per_angstrom": [[0.477, -2.376, -0.067], [0.153, 0.014, 0.195], [-0.050, -0.112, -0.970], [0.339, 0.049, 0.184], [-0.148, 0.082, 0.410], [-0.032, -0.040, -0.279], [0.034, -0.145, -0.043], [0.155, -0.006, -0.190], [-0.128, -0.158, 0.195], [0.081, -0.021, -0.278], [0.012, 0.985, -2.028], [-0.666, -0.120, 0.138], [-0.057, 0.269, 1.374], [1.282, 0.267, -2.424], [-0.015, -0.010, -0.015], [-0.019, -0.003, 0.023], [0.013, 0.022, 0.001], [-0.007, 0.054, -0.014], [0.699, 1.726, 0.987], [0.425, -0.729, 0.562], [0.150, 0.208, -0.054], [-0.095, -0.141, 0.245], [-0.215, 0.297, -0.045], [-0.079, 0.040, -0.122], [0.218, -0.130, -0.256], [-0.539, 0.081, 0.206], [-0.014, 0.046, 0.071], [-0.837, 0.194, -0.631], [0.341, -0.006, 0.023], [0.507, 1.552, 0.996], [-0.053, 0.012, -0.137], [-0.206, -0.018, -0.101], [-0.033, 0.169, -0.036], [-0.024, -0.101, -0.035], [-0.162, 0.013, -0.010], [0.146, -0.015, -0.041], [-0.022, 0.075, 0.012], [-0.008, -0.064, 0.107], [-0.013, -0.119, -0.011], [0.083, 0.047, 0.056], [0.148, 0.050, -0.068], [0.047, -0.037, -0.008], [-0.018, -0.050, -0.006], [-0.020, -0.003, 0.021], [-0.130, -0.022, 0.050], [0.159, -0.036, -0.061], [-0.105, -0.416, -0.074], [0.245, 0.153, -0.093], [0.057, 0.193, -0.019], [-0.281, -0.309, 0.332], [0.092, 0.601, 0.049], [-0.254, -0.245, -0.055], [-0.965, -1.046, 0.903], [0.621, 0.072, 0.061], [-1.208, -0.928, 1.014], [-0.314, 0.001, 0.004], [0.031, -0.008, 0.040], [0.030, 0.018, -0.016], [0.014, 0.034, -0.011], [0.014, 0.013, 0.025], [0.008, 0.013, -0.039], [0.067, 0.023, -0.006], [0.059, -0.013, -0.009], [0.025, 0.044, -0.014], [-0.015, 0.010, -0.020]], "nbo_charge": [1.429, 0.189, -0.245, -0.222, -0.197, 0.168, -0.035, -0.106, -0.273, 0.057, -0.419, 0.061, 0.388, -0.681, 0.248, 0.242, 0.236, 0.201, -0.776, -0.175, -0.405, -0.429, -0.231, -0.552, 0.680, -0.771, -0.781, 0.785, -0.603, -0.802, 0.422, 0.402, 0.238, 0.219, 0.241, 0.230, 0.214, 0.223, 0.234, 0.408, 0.473, 0.410, 0.415, 0.415, -0.259, -0.465, 0.393, -0.299, -0.109, -0.371, 0.596, -0.700, -0.684, 0.549, -0.735, -0.422, 0.212, 0.187, 0.187, 0.236, 0.214, 0.244, 0.221, 0.241, 0.236], "energy_ev": -64098.319, "total_charge": 1, "largest_force_ha_per_bohr": 0.0536, "e_above_lowest_kj_mol": 151.0, "orbital_gap_ha": 0.2531}

---

2.
{"formula": "C24H27N3O2S", "method": "wB97M-V/def2-TZVPD", "elements": ["C", "H", "H", "H", "C", "C", "C", "C", "C", "C", "C", "H", "H", "S", "C", "N", "C", "C", "C", "C", "C", "C", "C", "C", "H", "C", "O", "N", "H", "C", "H", "C", "N", "C", "C", "H", "O", "C", "C", "H", "H", "H", "H", "H", "H", "H", "H", "H", "H", "H", "H", "H", "H", "H", "H", "H", "H"], "coordinates": [[2.180474, 1.616243, 8.019940], [1.153772, 1.601439, 7.996421], [2.545642, 2.501346, 7.571736], [2.730582, 1.423182, 8.956310], [2.891384, 0.700522, 6.948982], [2.095220, 0.933317, 5.744370], [0.766365, 0.459764, 5.464346], [0.403517, 0.555440, 4.112700], [1.047911, 1.382173, 3.258663], [2.182440, 2.017417, 3.514102], [2.714049, 1.488622, 4.850935], [3.819174, 1.993660, 5.109488], [2.809407, 2.780510, 2.792099], [0.157994, 1.741306, 1.651392], [0.137446, 0.211820, 0.929626], [0.296544, -0.767161, 1.739233], [0.212926, -1.874361, 1.063455], [0.601297, -3.091883, 1.899374], [0.542754, -4.536676, 1.216646], [-0.123340, -4.640221, 0.114005], [-0.328307, -3.561936, -0.682629], [-0.440199, -2.304817, -0.044705], [-0.798969, -1.180150, -0.889438], [-0.717763, 0.133568, -0.222276], [-0.629073, 0.859361, -0.888861], [-1.325834, -1.206355, -2.374138], [-0.798180, -1.684322, -3.195567], [-2.429264, -0.596452, -2.501878], [-2.842709, 0.185807, -1.598246], [-3.182185, -0.300442, -3.743885], [-4.141346, -0.727954, -3.599746], [-2.907209, 1.047767, -4.385959], [-1.793804, 1.466166, -4.882232], [-1.054382, 0.754874, -5.813518], [0.034872, 1.499508, -6.459823], [0.500070, 0.615021, -7.201425], [1.099738, 1.872983, -5.616235], [0.053207, 2.731144, -4.495888], [-0.814580, 1.877180, -3.833872], [-1.369139, 2.452441, -2.982334], [-0.490919, 1.167132, -3.380226], [0.883745, 2.980525, -3.664813], [-0.127841, 3.639844, -4.944550], [-0.410431, 2.425526, -6.987816], [-1.743116, 0.248630, -6.492407], [-0.689092, -0.197569, -5.501156], [-3.452154, 1.907154, -3.741750], [-3.766331, 1.186695, -5.362576], [-2.579918, -1.206009, -4.432614], [-0.854272, -3.756239, -1.548470], [-0.071713, -5.674602, -0.375266], [0.883517, -5.327810, 1.870251], [1.104689, -3.057342, 2.618300], [-0.772898, 0.282102, 3.826648], [0.236158, -0.259956, 5.948981], [2.192581, -0.493390, 7.388212], [3.894616, 0.617879, 6.947233]], "forces_ev_per_angstrom": [[5.310, -0.703, -0.500], [-2.188, -0.453, 0.205], [-0.100, 2.100, 0.487], [-0.970, 0.406, 0.035], [-9.576, -4.492, 4.075], [-4.043, -5.355, 5.227], [1.901, 0.687, -4.019], [-5.365, -0.744, 3.246], [-1.232, 1.624, -4.563], [3.773, 0.083, 1.745], [8.059, 9.815, -9.652], [-2.769, -1.613, -0.739], [-1.877, -2.304, 2.081], [1.255, 2.385, 1.467], [-3.745, 1.481, 0.561], [1.948, 0.769, -0.611], [0.745, -9.073, 5.978], [-6.996, -3.630, -15.332], [1.658, 6.264, 8.310], [0.502, -3.824, -5.519], [-2.050, 0.536, 2.723], [0.344, 2.307, -5.879], [-0.904, 3.045, 2.291], [2.300, -6.688, -0.917], [-0.452, 3.846, -2.576], [-2.755, 4.264, 12.613], [8.469, -7.566, -11.685], [-8.395, 7.926, 3.599], [2.062, -3.647, -3.377], [4.964, -4.363, -1.773], [-1.260, 0.592, -0.210], [-11.077, 0.741, -0.175], [5.287, 2.749, 1.470], [-1.134, -2.638, -1.588], [1.644, -1.324, -3.588], [-1.064, 2.757, 1.211], [-3.886, 2.000, 2.662], [9.994, -0.117, 1.662], [-8.454, 7.692, -3.758], [0.643, -0.411, -1.579], [4.763, -8.727, 4.982], [-1.406, -0.245, -1.936], [-1.280, 1.442, -1.316], [0.847, -1.393, 0.247], [-0.398, 1.006, -1.054], [1.169, -0.755, 1.514], [1.458, -1.701, -0.769], [1.874, -1.086, 2.445], [-1.967, 2.588, 1.224], [-0.628, 0.201, -2.145], [-0.695, 1.398, 0.568], [0.030, -0.204, -0.285], [7.289, 1.032, 11.261], [3.572, 0.267, 0.736], [-1.319, -1.437, 2.311], [3.009, 2.621, -1.219], [3.119, -0.134, -0.171]], "nbo_charge": [-0.605, 0.213, 0.196, 0.211, -0.278, -0.116, -0.208, -0.160, -0.187, -0.178, -0.161, 0.184, 0.254, 0.277, 0.074, -0.450, 0.172, -0.088, -0.191, -0.240, -0.156, -0.142, 0.069, -0.336, 0.197, 0.644, -0.564, -0.614, 0.397, -0.274, 0.229, -0.174, -0.480, -0.291, -0.069, 0.183, -0.546, -0.077, -0.242, 0.211, 0.175, 0.203, 0.214, 0.163, 0.219, 0.195, 0.196, 0.182, 0.210, 0.216, 0.207, 0.214, 0.135, 0.234, 0.218, 0.123, 0.214], "energy_ev": -44708.147, "largest_force_ha_per_bohr": 0.3352, "e_above_lowest_kj_mol": 1974.5, "orbital_gap_ha": 0.2817}

---

3.
{"formula": "C24H27N6OPd", "method": "wB97M-V/def2-TZVPD", "elements": ["Pd", "C", "C", "C", "C", "C", "C", "N", "N", "C", "C", "C", "C", "C", "C", "H", "H", "H", "H", "H", "H", "H", "H", "H", "N", "C", "O", "C", "C", "C", "C", "N", "C", "H", "H", "H", "H", "H", "H", "C", "C", "N", "C", "C", "N", "C", "C", "H", "H", "H", "H", "H", "H", "H", "H", "H", "H", "H", "H"], "coordinates": [[-0.593637, 0.215690, -0.011497], [0.200482, 3.032375, -4.606845], [0.918573, 2.163988, -3.798172], [0.274070, 1.494322, -2.769830], [-1.088386, 1.696896, -2.575120], [-1.819299, 2.566738, -3.376320], [-1.159743, 3.231095, -4.394570], [-1.690486, 0.991851, -1.499409], [-2.935531, 0.869250, -1.492076], [-3.365615, 0.168175, -0.371316], [-4.709907, -0.099694, -0.138319], [-5.048641, -0.826457, 0.991085], [-4.058032, -1.272123, 1.857615], [-2.709598, -1.004410, 1.624848], [-2.359636, -0.279679, 0.504305], [0.700741, 3.561131, -5.405691], [1.974746, 2.006715, -3.966916], [0.829160, 0.799212, -2.142271], [-2.874185, 2.715095, -3.199938], [-1.709718, 3.914149, -5.026742], [-5.455988, 0.260874, -0.831490], [-6.084686, -1.052222, 1.197343], [-4.336050, -1.839870, 2.735441], [-1.958165, -1.357786, 2.321182], [1.897257, -3.564750, -3.901654], [2.447024, -4.047104, -2.752907], [3.397253, -4.796085, -2.732290], [1.800558, -3.603625, -1.468735], [1.951130, -4.407265, -0.342598], [1.377376, -4.001146, 0.848859], [0.700543, -2.793452, 0.879338], [0.573881, -2.001855, -0.184509], [1.108415, -2.410108, -1.336170], [2.261403, -3.952905, -4.758023], [0.945469, -3.241178, -3.913487], [2.516309, -5.325158, -0.427199], [1.454403, -4.600759, 1.744074], [0.245261, -2.438996, 1.796992], [0.995119, -1.737954, -2.180750], [-0.243882, 1.239465, 3.012587], [0.578097, 2.187958, 3.917545], [1.908501, 2.392644, 3.356047], [1.765570, 2.918984, 1.994809], [1.129773, 1.814852, 1.129609], [0.619095, 0.693961, 1.939910], [1.785987, 0.038603, 2.557050], [2.612274, 1.110968, 3.327294], [-1.088775, 1.745770, 2.537553], [-0.644456, 0.390971, 3.570543], [0.687559, 1.782684, 4.924191], [0.087520, 3.157642, 4.007492], [2.743182, 3.206557, 1.607413], [1.141326, 3.811515, 2.030954], [1.871967, 1.408848, 0.431178], [0.266566, 2.196010, 0.556128], [2.369433, -0.433804, 1.763879], [1.427543, -0.751858, 3.218758], [3.588250, 1.259422, 2.864062], [2.782594, 0.795833, 4.356760]], "forces_ev_per_angstrom": [[0.498, -0.360, 0.100], [-0.015, 0.007, -0.005], [-0.010, -0.011, 0.023], [-0.048, 0.065, -0.065], [0.057, -0.025, 0.065], [0.145, -0.008, -0.069], [0.000, 0.010, -0.013], [-0.467, -0.271, -0.009], [-0.007, 0.172, -0.098], [0.311, -0.025, -0.107], [0.134, -0.008, 0.063], [-0.007, 0.018, -0.047], [-0.001, -0.029, 0.031], [0.055, 0.048, -0.054], [-0.564, -0.184, 0.409], [0.017, 0.010, -0.021], [0.013, 0.006, -0.008], [-0.071, 0.046, -0.036], [-0.003, -0.020, 0.038], [0.002, 0.012, -0.016], [-0.023, 0.002, -0.038], [-0.022, 0.003, 0.012], [-0.009, -0.012, 0.018], [-0.010, 0.000, -0.015], [0.015, 0.051, -0.034], [-0.153, -0.209, 0.042], [0.087, 0.072, -0.002], [0.032, 0.010, 0.084], [-0.029, 0.103, -0.073], [0.003, -0.019, -0.045], [-0.017, -0.010, 0.017], [0.046, 0.271, 0.038], [0.014, -0.039, -0.035], [-0.016, 0.020, 0.008], [0.027, 0.001, -0.014], [0.007, -0.024, 0.000], [0.009, -0.018, 0.013], [0.001, 0.006, -0.007], [0.006, -0.016, 0.001], [-0.196, -0.110, 0.003], [-0.036, 0.062, 0.085], [0.045, 0.086, -0.135], [0.147, -0.260, 0.445], [-0.125, 0.315, -0.693], [-0.275, 0.077, -0.040], [0.056, -0.126, 0.006], [0.009, 0.003, 0.015], [0.094, -0.016, 0.039], [-0.027, 0.054, -0.001], [0.005, -0.019, -0.016], [-0.017, -0.020, 0.021], [-0.003, -0.015, 0.027], [0.001, -0.017, 0.007], [-0.088, -0.018, -0.008], [0.397, 0.313, 0.079], [0.000, 0.006, 0.034], [-0.010, 0.044, 0.013], [-0.010, 0.011, -0.015], [0.024, -0.019, -0.013]], "nbo_charge": [0.746, -0.181, -0.187, -0.245, 0.157, -0.219, -0.183, -0.203, -0.079, -0.053, -0.140, -0.222, -0.150, -0.310, 0.042, 0.232, 0.228, 0.201, 0.246, 0.233, 0.241, 0.235, 0.230, 0.221, -0.816, 0.652, -0.572, -0.172, -0.106, -0.233, 0.048, -0.511, 0.060, 0.416, 0.393, 0.257, 0.237, 0.196, 0.197, -0.256, -0.258, -0.396, -0.246, -0.297, -0.474, -0.254, -0.258, 0.214, 0.210, 0.213, 0.216, 0.218, 0.214, 0.211, 0.211, 0.212, 0.207, 0.212, 0.218], "energy_ev": -39786.910, "total_charge": 1, "largest_force_ha_per_bohr": 0.0150, "e_above_lowest_kj_mol": 139.1, "orbital_gap_ha": 0.2636}

---

What are the LUMO values for these records? In order: -2.90, -0.42, -3.90 eV.